(1)
# C18H20O7

A single C18H20O7 molecule (the ωB97M-V functional and the def2-TZVPD basis, the OMol25 dataset).

```
45
Properties=species:S:1:pos:R:3:mulliken_charge:R:1
C -1.83 -3.84 0.56 -1.42
C -1.69 -2.44 -0.07 -0.81
C -0.66 -1.48 0.62 -0.54
C 0.82 -1.74 0.14 -0.58
O 1.25 -3.09 0.48 -0.64
C 1.79 -0.80 0.78 0.51
C 2.39 0.29 0.28 0.54
C 2.26 0.80 -1.13 -1.74
C 1.07 1.78 -1.48 1.90
C 0.86 2.89 -0.41 -1.73
C 1.40 2.35 -2.88 0.09
O 2.43 2.98 -3.03 -0.58
O 0.50 2.11 -3.79 -0.24
C -0.55 1.47 -3.24 0.11
O -1.55 1.13 -3.82 -0.57
C -0.28 1.14 -1.84 -0.48
C -1.15 0.39 -1.05 -0.39
C -1.02 0.00 0.43 1.32
C -2.34 0.27 1.12 -0.99
C -2.41 1.71 1.66 -1.33
C 3.25 0.83 1.32 0.03
O 3.98 1.79 1.14 -0.56
O 3.13 0.11 2.44 -0.32
C 2.23 -0.82 2.15 0.59
O 1.78 -1.62 2.99 -0.63
H -2.69 -4.31 0.08 0.43
H -0.97 -4.48 0.38 0.27
H -1.99 -3.74 1.64 0.33
H -1.45 -2.58 -1.12 0.39
H -2.69 -1.96 -0.09 0.43
H -0.68 -1.68 1.70 0.71
H 0.85 -1.60 -0.92 0.68
H 1.41 -3.16 1.42 0.49
H 2.17 -0.02 -1.85 0.57
H 3.20 1.29 -1.35 0.68
H 0.05 3.56 -0.67 0.42
H 0.66 2.48 0.57 0.31
H 1.77 3.47 -0.35 0.40
H -2.05 0.02 -1.55 0.40
H -0.27 0.65 0.91 0.04
H -2.43 -0.40 1.98 0.51
H -3.23 0.04 0.51 0.34
H -3.28 1.81 2.29 0.48
H -2.54 2.42 0.83 0.29
H -1.49 1.95 2.22 0.28
```

Properties
Largest force on an atom ... 6.2 eV/Å
Total charge ... 0
Energy above the lowest of the compared OMol25 structures with the same formula, charge and spin ... 0.00 kcal/mol
Structure (SMILES) ... CC[C@H]1[C@H](O)C2=C(C[C@@]3(C)C(=O)OC(=O)/C3=C/[C@H]1CC)C(=O)OC2=O
E_HOMO ... -10.32 eV

(2)
# C35H43F7N6O9S2Sr

A molecular structure, C35H43F7N6O9S2Sr (the ωB97M-V functional and the def2-TZVPD basis, the OMol25 dataset).

```
103
Properties=species:S:1:pos:R:3:mulliken_charge:R:1
Sr -0.82 1.89 -0.17 2.40
C -5.81 -2.13 1.42 -1.78
C -5.57 -0.68 0.99 0.71
C -5.46 -0.29 -0.36 0.93
C -5.35 -1.26 -1.47 -1.72
C -5.37 1.09 -0.65 0.79
C -4.96 1.61 -1.98 -2.54
C -5.70 2.01 0.36 1.06
C -5.99 3.47 0.02 -1.82
C -5.73 1.63 1.70 0.91
C -6.00 2.54 2.87 -1.74
C -5.37 0.28 2.03 0.91
C -4.97 -0.18 3.43 -2.05
H -6.49 -2.04 2.29 0.34
H -4.89 -2.66 1.72 0.25
H -6.30 -2.68 0.64 0.48
H -5.96 -2.11 -1.29 0.53
H -4.33 -1.56 -1.73 -0.03
H -5.78 -0.70 -2.34 0.42
H -5.90 1.66 -2.58 0.46
H -4.28 0.87 -2.51 0.21
H -4.49 2.60 -1.88 0.46
H -5.33 4.20 0.52 0.20
H -6.99 3.70 0.39 0.38
H -5.88 3.63 -1.04 0.49
H -6.96 3.04 2.74 0.41
H -5.24 3.28 3.00 0.17
H -6.10 1.93 3.74 0.47
H -4.30 0.56 3.91 0.33
H -4.42 -1.14 3.36 0.32
H -5.84 -0.23 4.08 0.47
C 2.76 4.81 -2.27 -1.48
C 1.45 4.03 -2.18 0.42
N 1.33 2.93 -1.52 0.12
O 2.48 2.58 -0.82 -0.55
C 0.19 4.42 -2.81 -0.21
C 0.09 5.20 -4.12 -1.43
N -0.91 3.98 -2.21 0.59
O -1.87 4.78 -2.02 -0.64
H 3.36 4.58 -1.39 0.45
H 2.52 5.85 -2.44 0.34
H 3.25 4.42 -3.18 0.30
H 2.19 1.87 -0.21 0.37
H 0.98 5.10 -4.75 0.38
H -0.02 6.29 -3.91 0.25
H -0.81 4.84 -4.68 0.32
F 4.55 -1.93 2.34 -0.41
C 4.05 -2.04 1.05 0.69
C 2.95 -1.30 0.86 -1.16
C 2.08 -1.57 -0.22 0.98
C 0.92 -0.75 -0.46 1.67
O 0.87 0.26 0.33 -1.04
C 0.00 -1.10 -1.51 -0.99
C 0.33 -2.29 -2.13 -0.76
N 1.51 -2.98 -2.09 0.35
C 1.71 -4.18 -2.74 -0.16
C 2.95 -4.33 -3.70 -0.71
C 1.56 -4.19 -4.27 -0.76
C 2.43 -2.66 -1.04 -0.02
C 3.63 -3.32 -0.86 -0.57
C 4.57 -3.03 0.17 -0.73
N 5.82 -3.68 0.30 0.06
C 6.90 -2.86 0.90 -0.45
C 8.07 -3.70 1.46 -0.71
N 8.31 -4.85 0.51 -0.16
C 7.20 -5.81 0.36 -0.88
C 5.84 -5.13 0.34 -0.23
C -1.46 -0.66 -1.89 0.33
O -2.13 -1.24 -2.78 -0.74
O -1.96 0.36 -1.28 -0.59
H 2.69 -0.49 1.57 0.55
H -0.35 -2.77 -2.85 0.65
H 1.41 -5.11 -2.23 0.29
H 3.36 -5.32 -3.72 0.33
H 3.56 -3.44 -3.74 0.37
H 1.22 -5.13 -4.67 0.29
H 1.36 -3.22 -4.74 0.31
H 3.84 -4.21 -1.46 0.39
H 6.49 -2.17 1.66 0.40
H 7.26 -2.21 0.10 0.25
H 7.83 -4.10 2.48 0.33
H 9.00 -3.12 1.52 0.39
H 9.19 -5.33 0.77 0.37
H 8.48 -4.43 -0.43 0.42
H 7.29 -6.52 1.20 0.32
H 7.33 -6.43 -0.54 0.39
H 5.25 -5.53 1.22 0.28
H 5.32 -5.49 -0.55 0.20
F 1.26 0.82 4.75 -0.25
C 0.80 1.75 3.82 0.55
F 1.42 1.36 2.65 -0.16
F 1.21 2.97 4.26 -0.21
S -1.12 1.87 3.74 0.73
O -1.45 0.49 3.54 -0.55
O -1.49 2.62 4.93 -0.59
N -1.18 2.63 2.29 -0.42
S -1.99 4.05 1.89 0.80
O -1.32 4.35 0.58 -0.50
O -3.46 4.15 2.01 -0.52
C -1.17 5.47 3.19 0.45
F -1.51 6.69 2.73 -0.20
F -1.75 5.38 4.41 -0.19
F 0.14 5.38 3.28 -0.18
```

Properties
Largest force on an atom ... 3.8 eV/Å
Total charge ... 0
Energy above the lowest of the compared OMol25 structures with the same formula, charge and spin ... 65.21 kcal/mol
E_HOMO ... -4.70 eV

(3)
# C3H9NO3

3 unconnected molecules or ions with the total composition C3H9NO3 (the ωB97M-V functional and the def2-TZVPD basis, the OMol25 dataset).

```
16
Properties=species:S:1:pos:R:3:mulliken_charge:R:1
N 1.17 1.14 1.71 -0.38
C 1.29 0.96 0.38 0.40
O 2.24 0.47 -0.19 -0.68
H 1.67 0.48 2.29 0.24
H 0.29 1.45 2.09 0.24
H 0.43 1.43 -0.20 0.16
C -1.76 -0.58 -0.89 -0.73
C -1.41 0.70 -1.16 -0.70
H -1.52 -1.35 -1.61 0.38
H -2.64 -0.78 -0.30 0.37
H -1.93 1.53 -0.71 0.33
H -0.82 0.94 -2.02 0.35
O 0.36 -1.39 0.74 -0.37
O 1.30 -2.06 -0.09 -0.34
H -0.60 -1.60 0.25 0.35
H 1.94 -1.34 -0.28 0.38
```

Properties
Largest force on an atom ... 4.2 eV/Å
Total charge ... 0
Energy above the lowest of the compared OMol25 structures with the same formula, charge and spin ... 123.08 kcal/mol
Structure (SMILES) ... NC=O.C=C.OO
E_HOMO ... -9.52 eV

(4)
# C21H28NPPb

A molecular structure, C21H28NPPb (the ωB97M-V functional and the def2-TZVPD basis, the OMol25 dataset).

```
52
Properties=species:S:1:pos:R:3:mulliken_charge:R:1
C 4.55 -0.12 -1.27 -0.86
C 3.89 0.95 -0.68 -0.74
C 2.52 0.87 -0.32 0.41
C 1.83 -0.31 -0.57 0.11
C 2.46 -1.36 -1.24 0.90
C 3.84 -1.30 -1.53 -0.72
C 1.92 2.07 0.35 -0.74
C 0.84 2.85 -0.43 -0.76
N -0.01 2.04 -1.29 0.53
Pb -0.15 -0.67 0.63 0.81
C 1.67 -2.59 -1.71 -1.19
P 0.02 -1.95 -2.26 0.65
H 4.40 1.88 -0.45 0.38
H 4.31 -2.18 -1.99 0.38
H 5.61 -0.05 -1.52 0.38
H 1.54 -3.33 -0.90 0.44
H 2.16 -3.09 -2.56 0.43
H 1.45 1.76 1.30 0.06
H 2.73 2.78 0.56 0.47
H 0.20 3.34 0.32 0.44
C -0.90 -3.52 -2.34 -1.23
C 0.50 -1.64 -4.00 -1.60
H 1.32 3.64 -1.03 0.34
C 0.49 1.87 -2.66 -1.21
C -1.40 2.45 -1.26 -1.14
H -0.45 -2.49 0.68 -0.10
H 0.47 2.85 -3.17 0.39
H 1.52 1.47 -2.65 0.30
H -0.19 1.17 -3.19 0.28
H -1.51 3.42 -1.79 0.39
H -2.02 1.70 -1.76 0.23
H -1.72 2.59 -0.21 0.34
H 0.80 -2.60 -4.44 0.46
H -0.35 -1.21 -4.54 0.39
H 1.34 -0.93 -4.03 0.32
H -0.44 -4.19 -3.08 0.37
H -0.92 -3.99 -1.35 0.29
H -1.94 -3.29 -2.62 0.37
H -1.56 -0.95 -0.51 -0.02
C -0.37 0.88 2.06 -0.42
C -1.25 0.78 2.94 -0.16
C -2.22 0.49 3.91 0.29
C -1.93 -0.44 4.94 -0.33
C -2.91 -0.76 5.87 -0.49
C -4.19 -0.21 5.77 -0.34
C -4.51 0.63 4.70 -0.46
C -3.55 0.96 3.75 -0.44
H -0.95 -0.94 4.95 0.36
H -2.66 -1.44 6.69 0.36
H -4.95 -0.46 6.51 0.37
H -5.52 1.04 4.59 0.35
H -3.80 1.53 2.84 0.37
```

Properties
Largest force on an atom ... 3.4 eV/Å
Total charge ... 0
Energy above the lowest of the compared OMol25 structures with the same formula, charge and spin ... 35.08 kcal/mol
E_HOMO ... -7.44 eV

(5)
# C5H11NO

A single C5H11NO molecule (the ωB97M-V functional and the def2-TZVPD basis, the OMol25 dataset).

```
18
Properties=species:S:1:pos:R:3:mulliken_charge:R:1
C -1.82 -0.01 0.14 -1.31
C -0.62 0.44 -0.61 0.98
C -0.86 0.96 -2.06 -1.27
C 0.62 0.44 -0.18 -0.55
N 0.89 -0.01 1.21 0.05
C 1.15 -1.43 1.32 -0.85
O 1.94 0.72 1.79 -0.44
H -2.65 0.68 -0.04 0.41
H -2.13 -1.00 -0.17 0.27
H -1.60 -0.03 1.21 0.36
H 0.07 1.23 -2.57 0.34
H -1.37 0.19 -2.64 0.30
H -1.51 1.84 -2.02 0.31
H 1.48 0.80 -0.73 0.16
H 0.30 -1.97 0.92 0.27
H 1.28 -1.68 2.37 0.27
H 2.06 -1.73 0.77 0.36
H 2.77 0.57 1.29 0.31
```

Properties
Largest force on an atom ... 2.7 eV/Å
Total charge ... 0
Energy above the lowest of the compared OMol25 structures with the same formula, charge and spin ... 70.92 kcal/mol
Structure (SMILES) ... CC(C)=CN(C)O
E_HOMO ... -8.55 eV

(6)
# C26H20BF9N11O2V

A molecular structure, C26H20BF9N11O2V (the ωB97M-V functional and the def2-TZVPD basis, the OMol25 dataset).

```
70
Properties=species:S:1:pos:R:3:lowdin_spin:R:1
V 0.16 -0.82 0.31 1.83
C 0.48 0.73 -3.86 0.00
C 1.13 0.22 -2.73 0.00
N 0.28 -0.47 -1.97 0.00
N -0.92 -0.42 -2.61 0.00
C -0.82 0.31 -3.74 0.00
B -2.13 -1.04 -1.88 0.00
N -2.53 -0.06 -0.74 0.00
C -3.61 0.72 -0.54 0.00
C -3.45 1.39 0.66 0.00
C -2.23 0.94 1.16 0.00
N -1.67 0.09 0.31 0.00
N -1.69 -2.38 -1.19 0.01
C -2.06 -3.63 -1.50 0.00
C -1.57 -4.49 -0.54 0.00
C -0.89 -3.67 0.36 0.01
N -0.96 -2.40 -0.04 0.00
N -3.23 -1.34 -2.88 0.00
C -3.06 -1.85 -4.13 0.00
C -4.30 -2.20 -4.61 0.00
C -5.18 -1.86 -3.57 0.00
N -4.55 -1.35 -2.52 0.00
H 0.91 1.32 -4.66 0.00
H 2.16 0.30 -2.43 0.00
H -1.68 0.48 -4.37 0.00
H -4.42 0.71 -1.25 0.00
H -4.15 2.07 1.12 0.00
H -1.75 1.15 2.10 0.00
H -2.66 -3.83 -2.38 0.00
H -1.70 -5.56 -0.48 0.00
H -0.37 -3.92 1.27 0.00
H -2.08 -1.95 -4.56 0.00
H -4.53 -2.63 -5.57 0.00
H -6.26 -1.96 -3.53 0.00
N 0.83 -0.73 10.28 0.00
C 0.69 -0.78 9.13 0.00
C 0.52 -0.82 7.70 0.01
C 1.07 -1.87 6.96 0.00
C 0.91 -1.90 5.59 0.01
C 0.21 -0.89 4.92 0.01
C -0.35 0.14 5.68 0.01
C -0.19 0.18 7.05 0.00
C 0.09 -0.91 3.49 0.07
C 0.06 -0.92 2.27 -0.03
H 1.62 -2.65 7.47 0.00
H 1.34 -2.71 5.01 0.00
H -0.91 0.92 5.17 0.00
H -0.62 0.99 7.63 0.00
F 4.05 -4.09 1.28 0.00
C 2.89 -3.45 1.12 0.00
F 2.06 -4.26 0.45 0.00
F 2.35 -3.25 2.33 0.00
C 3.04 -2.08 0.38 0.01
O 1.83 -1.62 -0.01 0.02
C 3.87 -2.31 -0.94 0.00
F 3.35 -3.28 -1.68 0.00
F 5.15 -2.62 -0.70 0.00
F 3.85 -1.19 -1.69 0.00
C 3.84 -1.08 1.31 0.00
F 4.61 -1.71 2.20 0.00
F 3.00 -0.29 1.96 0.00
F 4.65 -0.27 0.58 0.00
N 2.77 2.39 0.76 0.00
C 1.44 2.15 0.86 0.00
N 0.69 3.07 1.51 0.00
O 0.93 1.16 0.33 0.01
H 3.22 3.11 1.30 0.00
H 3.34 1.64 0.41 0.00
H 1.09 3.81 2.05 0.00
H -0.28 2.84 1.64 0.00
```

Properties
Largest force on an atom ... 2.2 eV/Å
Spin multiplicity ... 3
Total charge ... 0
Energy above the lowest of the compared OMol25 structures with the same formula, charge and spin ... 12.69 kcal/mol
<S²> ... 2.015
E_HOMO (spin up / spin down) ... -8.10 / -8.51 eV

Which formula does entry 2 have? C35H43F7N6O9S2Sr